Computed, not measured: 2 unconnected molecules or ions with the total composition CH3FIN, with wB97M-V/def2-TZVPD.

Bonds (Å) are listed after each position.
CARTESIAN COORDINATES (ANGSTROEM)
1 C 0.536 0.588 0.616  F3 1.391, I4 2.041, H5 1.120
2 N -1.402 -0.631 -0.465  H6 1.086, H7 1.061
3 F 0.369 1.827 0.008  C1 1.391
4 I 2.271 -0.313 0.028  C1 2.041
5 H 0.473 0.555 1.734  C1 1.120
6 H -1.192 -0.394 -1.504  N2 1.086
7 H -1.054 -1.632 -0.415  N2 1.061

Computed properties:
Net charge = 0
Frontier orbital gap (spin up / spin down) = 7.4 / 7.4 eV
Total energy = -13389.3058 eV
M = 174.944 g mol⁻¹
Lowest unoccupied orbital energy (spin up / spin down) = -1.391 / -1.392 eV
Relative energy (zero: lowest compared OMol25 entry of this formula, charge and spin) = 394.5 kJ/mol